(1)
Molecular formula: C30H37N2PSV
Method: DFT, ωB97M-V with the def2-TZVPD basis set

Structure (XYZ):
```
72
Properties=species:S:1:pos:R:3
V -0.01487 0.00088 0.56136
C -0.44166 2.03381 -1.84287
C -0.81643 2.67378 -0.53955
C -1.24551 4.02496 -0.52759
C -1.55658 4.60622 0.66229
C -1.48525 3.85633 1.86407
C -1.81767 4.41981 3.11519
C -1.76454 3.63071 4.23301
C -1.40702 2.27945 4.14112
C -1.07502 1.67639 2.94308
S -0.69745 -0.02894 2.87603
C -1.08623 2.50800 1.77967
N -0.72077 1.96911 0.56052
H 0.07813 2.74461 -2.48535
H -1.33341 1.68561 -2.37191
H 0.22168 1.17441 -1.70427
H -1.29669 4.57012 -1.45960
H -1.86623 5.64284 0.71257
H -2.11213 5.45950 3.16548
H -2.01226 4.04273 5.20245
H -1.39855 1.67618 5.03990
C 0.08429 -4.52340 0.21629
C 1.25166 -3.60368 -0.01236
C 2.42369 -4.09202 -0.58145
C 3.48589 -3.22497 -0.81783
C 4.75146 -3.73287 -1.45711
C 3.39184 -1.88688 -0.47732
C 2.25310 -1.34529 0.15244
C 1.18142 -2.26422 0.34908
N 2.01856 -0.03802 0.48752
C 3.02248 0.99103 0.79377
C 4.46553 0.52544 0.99188
C 2.99833 2.05154 -0.31429
C 2.57634 1.63951 2.11169
H 0.38754 -5.56560 0.12574
H -0.70395 -4.35225 -0.52181
H -0.34989 -4.38274 1.20751
H 2.50638 -5.13941 -0.84344
H 4.63503 -4.76188 -1.79450
H 5.58779 -3.70073 -0.75632
H 5.02698 -3.12283 -2.31893
H 4.22183 -1.25100 -0.73545
H 0.23450 -2.01699 0.86938
H 4.97131 0.30041 0.05534
H 4.52729 -0.34618 1.64348
H 5.02212 1.33833 1.46215
H 3.21946 1.59227 -1.28046
H 3.73343 2.83917 -0.13019
H 2.01389 2.51672 -0.37021
H 2.53482 0.89467 2.90703
H 1.57592 2.06108 2.01209
H 3.25480 2.44282 2.40970
C -3.64373 0.47094 0.57681
P -2.38650 -0.70210 -0.02256
C -2.97060 -2.26392 0.71548
C -2.76030 -0.92487 -1.79305
C -1.87877 -1.72120 -2.52660
C -2.05646 -1.90563 -3.88663
C -3.10961 -1.27840 -4.54032
C -3.98270 -0.47438 -3.82488
C -3.81154 -0.30101 -2.45736
H -3.50703 1.45511 0.12760
H -3.50289 0.56513 1.65475
H -4.65737 0.11939 0.37768
H -4.03394 -2.41823 0.52332
H -2.79105 -2.22554 1.79089
H -2.41231 -3.09995 0.29649
H -1.03242 -2.18899 -2.03062
H -1.36498 -2.52886 -4.43836
H -3.24310 -1.41400 -5.60550
H -4.80310 0.01977 -4.32950
H -4.50699 0.32825 -1.91673
```

Values from the calculation:
- Gap between HOMO and LUMO (alpha / beta): 6.359 / 6.621 eV
- Highest occupied orbital energy (alpha / beta): -6.3 / -6.7 eV
- Multiplicity: 4
- E_LUMO (alpha / beta): 0.05 / -0.09 eV

Just the Mulliken charges please, in e? Sure, here they are: atom 1 (V): -0.035, atom 2 (C): -1.750, atom 3 (C): 0.676, atom 4 (C): -1.015, atom 5 (C): -1.100, atom 6 (C): 1.005, atom 7 (C): -0.922, atom 8 (C): -0.786, atom 9 (C): -0.663, atom 10 (C): 1.389, atom 11 (S): -0.540, atom 12 (C): -1.090, atom 13 (N): 1.561, atom 14 (H): 0.542, atom 15 (H): 0.334, atom 16 (H): 0.072, atom 17 (H): 0.568, atom 18 (H): 0.396, atom 19 (H): 0.409, atom 20 (H): 0.389, atom 21 (H): 0.480, atom 22 (C): -1.430, atom 23 (C): 0.291, atom 24 (C): -0.876, atom 25 (C): 0.508, atom 26 (C): -1.656, atom 27 (C): -0.549, atom 28 (C): 0.646, atom 29 (C): -0.441, atom 30 (N): 0.233, atom 31 (C): 1.410, atom 32 (C): -2.104, atom 33 (C): -1.404, atom 34 (C): -1.586, atom 35 (H): 0.419, atom 36 (H): 0.183, atom 37 (H): 0.359, atom 38 (H): 0.276, atom 39 (H): 0.362, atom 40 (H): 0.317, atom 41 (H): 0.360, atom 42 (H): 0.338, atom 43 (H): 0.863, atom 44 (H): 0.394, atom 45 (H): 0.433, atom 46 (H): 0.487, atom 47 (H): 0.297, atom 48 (H): 0.479, atom 49 (H): 0.036, atom 50 (H): 0.372, atom 51 (H): 0.055, atom 52 (H): 0.527, atom 53 (C): -1.750, atom 54 (P): 1.752, atom 55 (C): -1.157, atom 56 (C): 0.025, atom 57 (C): -0.328, atom 58 (C): -0.799, atom 59 (C): -0.476, atom 60 (C): -0.659, atom 61 (C): -0.283, atom 62 (H): 0.365, atom 63 (H): 0.377, atom 64 (H): 0.549, atom 65 (H): 0.474, atom 66 (H): 0.367, atom 67 (H): 0.241, atom 68 (H): 0.265, atom 69 (H): 0.436, atom 70 (H): 0.384, atom 71 (H): 0.399, atom 72 (H): 0.299

---

(2)
Molecular formula: C4H7NO
Method: DFT, ωB97M-V with the def2-TZVPD basis set

Structure (XYZ):
```
13
Properties=species:S:1:pos:R:3
O 1.59659 -0.02341 0.93863
C 1.72216 0.02028 -0.41540
C 0.98892 -0.74882 -1.21555
C -2.16845 -0.41937 1.05031
C -1.64711 0.60825 0.42451
N -1.20821 1.61052 -0.13188
H 2.15880 0.64953 1.33699
H 2.45857 0.72308 -0.80602
H -0.44257 1.38828 -0.77359
H 0.25988 -1.44071 -0.80387
H 1.12171 -0.70159 -2.28997
H -1.75908 -0.74161 2.00010
H -3.00165 -0.95727 0.61382
```

Values from the calculation:
- Energy relative to the best compared isomer or geometry (same formula, charge and spin): 66.6 kcal/mol
- Gap between HOMO and LUMO: 9.620 eV
- Highest occupied orbital energy: -8.9 eV
- SMILES: C=C=N.C=CO
- E_LUMO: 0.72 eV

Just the Mulliken charges please, in e? Sure, here they are: atom 1 (O): -0.442, atom 2 (C): -0.054, atom 3 (C): -0.698, atom 4 (C): -0.880, atom 5 (C): 0.636, atom 6 (N): -0.582, atom 7 (H): 0.338, atom 8 (H): 0.267, atom 9 (H): 0.352, atom 10 (H): 0.301, atom 11 (H): 0.259, atom 12 (H): 0.252, atom 13 (H): 0.251

---

(3)
Molecular formula: C5H9FNO
Method: DFT, ωB97M-V with the def2-TZVPD basis set

Structure (XYZ):
```
17
Properties=species:S:1:pos:R:3
C 0.68179 -1.91446 -1.02704
C 0.79814 -0.55759 -0.91295
C 0.75649 -2.07343 0.47187
C 1.22739 -0.61774 0.50807
C -1.79880 1.31136 -0.19249
N -1.07340 2.13038 0.82422
O -1.43350 1.64507 -1.39423
F 0.47893 0.27471 1.38050
H 0.45566 -2.60309 -1.75643
H -0.09275 -2.43244 0.97575
H 1.35502 -2.97844 0.70643
H 2.27723 -0.34723 0.84897
H 1.02082 0.23002 -1.64503
H -0.14842 2.43753 0.54308
H -1.15853 1.62952 1.82893
H -1.68075 2.85040 0.88141
H -1.66533 1.01543 -2.04105
```

Values from the calculation:
- Energy relative to the best compared isomer or geometry (same formula, charge and spin): 89.2 kcal/mol
- Total charge: +1
- Gap between HOMO and LUMO: 8.755 eV
- Highest occupied orbital energy: -13.4 eV
- E_LUMO: -4.68 eV

Just the Mulliken charges please, in e? Sure, here they are: atom 1 (C): -0.264, atom 2 (C): -0.868, atom 3 (C): -0.903, atom 4 (C): 0.572, atom 5 (C): -0.146, atom 6 (N): -0.172, atom 7 (O): -0.250, atom 8 (F): -0.381, atom 9 (H): 0.499, atom 10 (H): 0.325, atom 11 (H): 0.293, atom 12 (H): 0.278, atom 13 (H): 0.468, atom 14 (H): 0.343, atom 15 (H): 0.446, atom 16 (H): 0.334, atom 17 (H): 0.427

---

(4)
Molecular formula: C4H7NO2
Method: DFT, ωB97M-V with the def2-TZVPD basis set

Structure (XYZ):
```
14
Properties=species:S:1:pos:R:3
C 1.09201 -0.77268 1.85785
C 0.32929 -0.24542 0.64629
N -0.42018 -0.94376 -0.07480
O 0.38757 1.05829 0.22121
C -0.66449 1.28957 -0.76361
C -0.50067 0.47387 -2.04747
O -1.40846 -0.05972 -2.63566
H 1.30736 -0.06862 2.66444
H 0.47320 -1.58038 2.26844
H 2.02980 -1.25662 1.55313
H -0.86964 -1.78269 0.15294
H -1.64955 1.03879 -0.35525
H -0.63266 2.35433 -1.01504
H 0.52644 0.49505 -2.47247
```

Values from the calculation:
- Energy relative to the best compared isomer or geometry (same formula, charge and spin): 51.7 kcal/mol
- Gap between HOMO and LUMO: 10.307 eV
- Highest occupied orbital energy: -9.5 eV
- SMILES: [H]/N=C(\C)OCC=O
- E_LUMO: 0.85 eV

Just the Mulliken charges please, in e? Sure, here they are: atom 1 (C): -0.984, atom 2 (C): 0.777, atom 3 (N): -0.588, atom 4 (O): -0.362, atom 5 (C): -0.421, atom 6 (C): 0.152, atom 7 (O): -0.499, atom 8 (H): 0.297, atom 9 (H): 0.295, atom 10 (H): 0.263, atom 11 (H): 0.155, atom 12 (H): 0.306, atom 13 (H): 0.289, atom 14 (H): 0.319

---

(5)
Molecular formula: C13H18AsBF4NO5V
Method: DFT, ωB97M-V with the def2-TZVPD basis set

Structure (XYZ):
```
44
Properties=species:S:1:pos:R:3
V 0.38682 0.29910 1.34454
O 0.44958 5.76351 -1.25234
C 0.44891 4.49250 -0.74348
C 1.57016 3.67346 -0.79066
C 1.48312 2.40806 -0.24935
N 0.34496 1.96580 0.29553
C -0.73688 2.75320 0.35920
C -0.72385 4.03118 -0.15866
C -1.88951 2.08116 1.06782
O -2.99250 2.59685 1.11886
O -1.53418 0.93003 1.55545
C 2.59003 1.38167 -0.17526
O 3.68117 1.58550 -0.67430
O 2.19662 0.30668 0.44670
H 1.33091 5.95589 -1.59410
H 2.50993 3.99332 -1.22666
H -1.61426 4.64087 -0.09149
F 1.05770 0.39989 5.26070
B 1.19273 0.17817 3.92875
F 0.96772 1.39817 3.14562
F 2.40704 -0.35621 3.55727
F 0.14536 -0.66300 3.35618
C 1.93003 -2.25556 -1.63316
C 0.52204 -1.73748 -1.89028
As -0.50795 -1.33773 -0.28544
C -1.00749 -3.15037 0.29756
C -0.01672 -3.73240 1.29601
C -2.20254 -0.73855 -1.04782
C -2.89641 -1.71520 -1.98616
H 2.47626 -2.35667 -2.57397
H 1.91088 -3.24396 -1.16823
H 2.49394 -1.59189 -0.97802
H -0.05636 -2.45651 -2.47589
H 0.55335 -0.80767 -2.46432
H -1.13480 -3.78983 -0.57930
H -1.99153 -3.05240 0.76387
H 0.97768 -3.87116 0.86928
H -0.35203 -4.70722 1.66032
H 0.09542 -3.07833 2.16230
H -1.98249 0.20684 -1.55038
H -2.82439 -0.47789 -0.19108
H -2.29781 -1.93576 -2.87223
H -3.85255 -1.31917 -2.33793
H -3.10811 -2.66692 -1.49540
```

Values from the calculation:
- Energy relative to the best compared isomer or geometry (same formula, charge and spin): 0.0 kcal/mol
- Total charge: -1
- Gap between HOMO and LUMO (alpha / beta): 6.657 / 5.644 eV
- Highest occupied orbital energy (alpha / beta): -4.1 / -3.1 eV
- Multiplicity: 2
- E_LUMO (alpha / beta): 2.55 / 2.55 eV

Just the Mulliken charges please, in e? Sure, here they are: atom 1 (V): 0.468, atom 2 (O): -0.563, atom 3 (C): 1.119, atom 4 (C): -0.520, atom 5 (C): -0.436, atom 6 (N): 0.405, atom 7 (C): 0.028, atom 8 (C): -0.757, atom 9 (C): 0.579, atom 10 (O): -0.754, atom 11 (O): -0.624, atom 12 (C): 0.579, atom 13 (O): -0.748, atom 14 (O): -0.662, atom 15 (H): 0.290, atom 16 (H): 0.433, atom 17 (H): 0.578, atom 18 (F): -0.336, atom 19 (B): 0.217, atom 20 (F): -0.321, atom 21 (F): -0.348, atom 22 (F): -0.368, atom 23 (C): -1.193, atom 24 (C): -0.686, atom 25 (As): 1.119, atom 26 (C): -0.731, atom 27 (C): -1.053, atom 28 (C): -0.721, atom 29 (C): -1.293, atom 30 (H): 0.376, atom 31 (H): 0.288, atom 32 (H): 0.237, atom 33 (H): 0.466, atom 34 (H): 0.412, atom 35 (H): 0.425, atom 36 (H): 0.445, atom 37 (H): 0.208, atom 38 (H): 0.395, atom 39 (H): 0.192, atom 40 (H): 0.387, atom 41 (H): 0.471, atom 42 (H): 0.297, atom 43 (H): 0.429, atom 44 (H): 0.271